Here is a 10-piece molecular cluster, C44H111N7O10 overall from OMol25. Energies are from the ωB97M-V functional and the def2-TZVPD basis.

XYZ file:
```
172
Properties=species:S:1:pos:R:3:mulliken_charge:R:1
C 30.72 -6.63 -16.65 -1.996
C 31.33 -6.91 -18.04 1.435
C 32.90 -6.78 -17.91 -1.475
C 31.01 -8.42 -18.34 -1.244
C 31.33 -8.87 -19.81 -0.667
C 30.44 -8.06 -20.81 -1.124
C 30.82 -6.53 -20.50 2.408
C 32.18 -6.23 -21.23 -2.193
C 29.75 -5.70 -21.26 -2.903
N 30.68 -6.10 -19.11 0.069
O 30.97 -4.75 -18.85 -0.192
H 31.01 -7.28 -15.83 0.408
H 31.07 -5.65 -16.32 0.388
H 29.63 -6.63 -16.55 0.386
H 33.53 -7.34 -17.22 0.348
H 33.33 -6.93 -18.90 0.289
H 33.11 -5.73 -17.67 0.349
H 31.33 -9.16 -17.60 0.426
H 29.93 -8.42 -18.19 0.423
H 32.40 -8.79 -20.04 0.287
H 31.09 -9.92 -19.99 0.489
H 29.39 -8.33 -20.67 0.416
H 30.76 -8.41 -21.79 0.357
H 32.90 -7.03 -21.44 0.369
H 32.81 -5.51 -20.70 0.511
H 31.97 -5.86 -22.24 0.380
H 29.70 -5.92 -22.32 0.598
H 29.93 -4.63 -21.22 0.341
H 28.73 -5.93 -20.96 0.609
H 30.06 -4.45 -18.72 0.334
C 35.91 -5.09 -26.44 -1.850
C 35.23 -3.74 -26.11 1.743
C 34.93 -3.10 -27.48 -1.956
C 33.87 -4.04 -25.43 -0.202
C 34.03 -4.44 -23.96 0.353
C 34.69 -3.28 -23.24 -1.320
C 36.09 -2.81 -23.83 2.255
C 36.43 -1.42 -23.28 -1.928
C 37.08 -3.82 -23.27 -1.980
N 35.96 -2.76 -25.30 0.391
O 37.17 -2.48 -25.81 -0.535
H 36.89 -4.81 -26.84 0.427
H 35.34 -5.75 -27.09 0.359
H 36.16 -5.60 -25.51 0.386
H 34.46 -3.78 -28.18 0.380
H 35.82 -2.68 -27.94 0.499
H 34.18 -2.31 -27.43 0.130
H 33.42 -3.06 -25.28 -0.529
H 33.10 -4.56 -26.01 0.706
H 34.62 -5.35 -24.01 0.601
H 33.16 -4.69 -23.34 -0.945
H 34.88 -3.73 -22.27 0.602
H 34.01 -2.45 -23.04 -0.188
H 36.06 -1.26 -22.27 0.323
H 37.52 -1.34 -23.33 0.454
H 36.06 -0.62 -23.92 0.376
H 36.74 -4.85 -23.39 0.360
H 37.97 -3.92 -23.90 0.410
H 37.34 -3.55 -22.25 0.440
H 37.19 -1.54 -25.97 0.346
C 23.56 -6.32 -20.45 -0.707
O 24.18 -5.10 -20.76 -0.334
C 25.63 -5.30 -20.98 -1.236
C 26.26 -4.18 -21.84 2.018
C 25.96 -2.71 -21.43 -1.683
N 25.86 -4.35 -23.23 -0.592
H 22.47 -6.25 -20.34 0.236
H 23.96 -6.57 -19.47 0.271
H 23.91 -6.97 -21.25 0.323
H 26.05 -5.36 -19.97 0.534
H 25.92 -6.25 -21.44 0.565
H 27.34 -4.33 -21.79 -0.879
H 26.28 -1.92 -22.11 0.380
H 26.33 -2.46 -20.44 0.416
H 24.88 -2.56 -21.34 0.355
H 24.85 -4.32 -23.27 0.277
H 26.14 -3.57 -23.81 0.084
C 26.63 2.40 -18.01 -0.759
O 27.14 1.83 -19.21 -0.337
C 28.47 2.27 -19.61 -0.304
C 29.54 1.79 -18.64 -0.137
C 30.93 2.34 -19.07 -0.846
N 29.59 0.39 -18.47 -0.352
H 27.28 2.14 -17.18 0.264
H 25.66 1.97 -17.72 0.268
H 26.69 3.46 -18.24 0.307
H 28.74 1.83 -20.57 -0.222
H 28.46 3.36 -19.65 0.564
H 29.37 2.40 -17.75 0.543
H 31.71 2.06 -18.36 0.320
H 30.96 3.34 -19.50 0.382
H 31.05 1.71 -19.95 -0.214
H 29.36 0.21 -17.50 0.320
H 28.78 0.05 -18.97 0.170
C 25.77 -1.32 -26.12 -0.502
O 24.89 -2.44 -25.77 -0.311
C 23.49 -1.97 -25.58 -1.345
C 22.85 -1.52 -26.93 0.871
C 21.57 -0.72 -26.68 -1.389
N 22.56 -2.75 -27.60 -0.771
H 25.52 -0.31 -25.79 0.418
H 25.97 -1.35 -27.19 0.301
H 26.77 -1.50 -25.73 -0.151
H 22.76 -2.70 -25.24 0.522
H 23.49 -1.27 -24.74 0.495
H 23.66 -1.09 -27.52 0.334
H 21.80 0.33 -26.49 0.326
H 20.98 -1.12 -25.85 0.284
H 20.89 -0.70 -27.54 0.393
H 23.12 -3.50 -27.21 0.274
H 22.93 -2.66 -28.54 0.278
C 28.03 2.88 -23.30 -0.624
O 29.29 3.67 -23.11 0.003
C 29.19 5.01 -22.69 -1.088
C 30.43 5.88 -22.75 0.643
C 31.65 5.14 -22.06 -1.247
N 30.10 7.02 -21.96 -0.739
H 27.37 3.33 -24.04 0.351
H 27.50 2.78 -22.35 0.286
H 28.37 1.92 -23.70 0.010
H 28.41 5.62 -23.14 0.368
H 28.78 4.95 -21.68 0.393
H 30.69 6.22 -23.75 0.288
H 31.34 4.66 -21.13 0.290
H 32.49 5.76 -21.75 0.480
H 32.08 4.32 -22.63 0.202
H 31.03 7.42 -21.95 0.258
H 29.54 7.67 -22.49 0.251
C 29.41 -3.75 -24.85 -0.771
O 30.37 -2.66 -25.07 0.557
C 30.24 -1.63 -24.10 -0.744
C 30.97 -0.37 -24.60 0.583
C 31.08 0.62 -23.39 0.099
N 30.32 0.31 -25.68 -0.508
H 29.05 -3.98 -23.84 0.051
H 29.86 -4.65 -25.27 0.325
H 28.55 -3.48 -25.45 0.248
H 29.18 -1.51 -23.87 0.414
H 30.72 -2.00 -23.20 -0.158
H 31.96 -0.72 -24.88 0.065
H 30.14 0.79 -22.88 -0.193
H 31.54 1.58 -23.62 0.679
H 31.77 0.12 -22.71 -0.821
H 31.01 0.93 -26.08 -0.042
H 30.12 -0.43 -26.33 0.299
C 31.82 2.91 -27.78 -1.133
C 32.89 2.19 -28.40 0.076
O 33.74 1.49 -27.58 -0.531
H 30.99 2.27 -27.49 0.299
H 31.33 3.70 -28.35 0.419
H 32.18 3.35 -26.85 0.261
H 33.46 2.94 -28.93 0.361
H 32.46 1.54 -29.17 0.099
H 34.32 0.85 -28.00 0.285
C 32.11 -1.47 -29.39 -0.952
C 31.27 -2.56 -28.58 0.217
O 30.34 -1.91 -27.80 -0.667
H 32.81 -0.81 -28.86 -0.118
H 31.50 -0.76 -29.96 0.414
H 32.60 -1.95 -30.24 0.432
H 31.92 -3.26 -28.07 -0.168
H 30.76 -3.24 -29.27 0.348
H 30.18 -2.37 -26.97 0.178
C 33.05 -0.88 -20.56 -1.666
C 31.86 -1.85 -20.42 0.843
O 30.63 -1.27 -20.60 -0.054
H 33.23 -0.35 -21.50 0.159
H 34.00 -1.39 -20.40 0.513
H 32.92 -0.10 -19.82 0.504
H 31.94 -2.42 -19.50 0.291
H 32.07 -2.65 -21.13 -0.398
H 30.57 -0.44 -20.13 -0.178
```

Results
total energy	-2878.3247	Ha
charge	0
LUMO	0.57	eV
orbital gap	8.744	eV
HOMO energy	-8.18	eV
SMILES string	CC1(C)CCCC(C)(C)N1O.CC1(C)CCCC(C)(C)N1O.COC[C@H](C)N.COC[C@H](C)N.COC[C@H](C)N.COC[C@H](C)N.COC[C@H](C)N.CCO.CCO.CCO